Entry 1:
The molecule C15H17NO2S2. Source: OMol25; level of theory: ωB97M-V with the def2-TZVPD basis set.

- HOMO (eV) = -8.32
- SMILES = CSc1nc(C)cc(C)c1S(=O)(=O)c1ccccc1C
- multiplicity = 1
- energy above the lowest of the compared OMol25 structures with the same formula, charge and spin (kcal/mol) = 0.00

XYZ file:
```
37
Properties=species:S:1:pos:R:3:forces:R:3:nbo_charge:R:1
O -1.371 -2.145 0.040 0.12 0.18 0.15 -0.95
C 2.854 -0.856 0.570 -0.29 0.04 -0.11 -0.30
H 2.355 0.466 -4.100 0.10 0.03 -0.09 0.23
C -3.442 -1.237 1.905 -0.10 -0.20 0.05 -0.65
O -1.709 -0.210 -1.430 0.01 0.11 0.25 -0.92
N 2.599 0.178 -1.551 0.05 0.02 -0.17 -0.49
H -0.131 1.703 0.489 0.11 0.12 -0.03 0.22
H 2.283 2.040 -3.277 0.11 0.06 -0.08 0.23
H 0.393 -0.851 2.530 -0.03 0.01 0.08 0.24
C -0.897 1.495 1.221 0.06 0.22 0.02 -0.13
S 0.346 0.685 -2.782 0.25 0.48 -0.95 0.33
H -2.819 -2.094 1.666 -0.12 -0.05 0.09 0.26
C -2.175 2.108 3.142 0.02 0.03 -0.01 -0.18
C 3.375 -0.266 -0.576 -0.04 -0.12 0.29 0.27
C 1.476 -0.998 0.701 0.32 -0.04 0.07 0.11
C -2.884 0.926 3.040 0.06 -0.01 -0.12 -0.20
C 4.848 -0.094 -0.766 0.01 -0.02 0.04 -0.65
S -1.106 -0.755 -0.242 -0.15 -0.11 -0.07 2.19
H -4.150 -1.120 1.084 -0.09 -0.07 -0.04 0.23
H 5.264 0.508 0.039 0.09 0.03 0.05 0.22
C -1.181 2.405 2.223 0.03 -0.02 -0.05 -0.24
C -1.598 0.305 1.138 0.40 -0.22 -0.41 -0.34
C -2.621 0.003 2.029 -0.04 -0.13 0.06 0.02
C 0.675 -0.537 -0.339 -0.55 -0.02 0.02 -0.44
H 0.136 -2.350 1.643 0.05 -0.04 0.16 0.26
H 1.658 -2.089 2.524 0.03 0.01 0.05 0.22
H 1.251 1.733 -4.700 -0.11 0.03 -0.08 0.22
C 1.715 1.296 -3.823 -0.34 -0.22 0.45 -0.74
C 0.885 -1.614 1.925 0.11 -0.19 0.16 -0.67
C 1.280 0.052 -1.455 -0.15 0.07 -0.01 0.10
H 5.040 0.392 -1.717 0.03 0.01 -0.02 0.23
H -3.998 -1.425 2.820 -0.06 0.02 0.02 0.21
H -0.635 3.333 2.285 0.06 0.07 -0.01 0.22
H 5.343 -1.064 -0.752 0.10 -0.05 0.01 0.23
H 3.514 -1.202 1.350 0.05 -0.06 0.11 0.22
H -2.403 2.805 3.934 -0.02 0.05 0.07 0.22
H -3.667 0.709 3.752 -0.08 -0.06 0.05 0.21
```
Positions in Å, forces in eV/Å.

Entry 2:
A cluster of 2 separate species, C15H18 in total. Source: OMol25; level of theory: ωB97M-V with the def2-TZVPD basis set.

- HOMO (eV) = -8.70
- SMILES = CCc1ccccc1.Cc1ccccc1
- multiplicity = 1
- energy above the lowest of the compared OMol25 structures with the same formula, charge and spin (kcal/mol) = 41.19

XYZ file:
```
33
Properties=species:S:1:pos:R:3:forces:R:3:nbo_charge:R:1
H 2.882 1.187 2.330 0.10 -0.65 -0.49 0.21
H -2.211 -3.333 2.084 -0.18 -0.26 0.10 0.22
C -0.896 -1.083 -1.563 0.55 -0.04 0.66 -0.20
H -1.726 -0.627 0.308 -0.24 -0.43 0.26 0.20
C -1.243 -3.109 1.658 0.08 0.61 -0.86 -0.63
H -1.150 -0.104 -1.951 0.43 0.10 0.17 0.21
C 3.297 1.642 0.252 -1.11 0.52 -0.24 -0.24
H 0.519 -1.658 -3.130 -0.24 0.37 0.04 0.21
H 0.412 1.442 2.080 0.16 -0.51 0.29 0.21
H -1.572 1.522 1.932 0.73 0.90 0.43 0.21
H 0.237 -4.111 -2.546 0.50 0.35 -0.47 0.22
H 4.278 1.215 0.227 0.62 0.38 0.17 0.21
H 3.530 2.497 -1.625 -0.21 0.59 -0.39 0.21
C -0.115 -3.289 -1.944 -0.27 -0.32 0.81 -0.22
H 0.893 3.397 -1.520 0.81 -0.14 -0.89 0.21
H -0.511 -3.900 1.806 -0.26 -0.16 0.30 0.22
C 2.807 2.379 -0.834 -0.06 -1.31 -0.07 -0.19
C -0.038 -1.929 -2.239 -0.73 -0.57 -1.34 -0.21
C -1.244 -2.775 0.175 1.04 0.80 -0.86 0.00
C 1.443 2.691 -0.909 -0.32 0.22 1.89 -0.24
H -0.942 -4.729 -0.575 0.61 -0.10 -0.06 0.20
C 2.465 1.397 1.340 0.05 -0.60 1.05 -0.18
H -2.669 1.547 0.804 -0.70 0.87 -0.53 0.22
C -1.362 -1.463 -0.287 -0.04 0.17 -0.44 -0.23
C -0.897 2.508 0.025 0.76 -0.64 -1.47 -0.43
C -0.742 -3.683 -0.791 -1.11 -0.32 1.33 -0.22
H -0.854 -2.201 2.124 -0.08 -0.20 0.35 0.22
H -1.049 3.487 -0.443 -0.08 0.16 0.54 0.21
C -1.896 2.229 1.161 0.53 -0.71 -0.63 -0.63
H -1.118 1.865 -0.842 -0.36 -0.12 0.29 0.21
H -2.240 3.204 1.497 -0.41 -0.51 0.61 0.22
C 0.621 2.265 0.144 -1.06 -0.88 0.70 0.03
C 1.091 1.521 1.251 0.52 2.43 -1.24 -0.25
```
Positions in Å, forces in eV/Å.

Entry 3:
A cluster of 2 separate species, C15H18 in total. Source: OMol25; level of theory: ωB97M-V with the def2-TZVPD basis set.

- HOMO (eV) = -8.94
- SMILES = CCc1ccccc1.Cc1ccccc1
- multiplicity = 1
- energy above the lowest of the compared OMol25 structures with the same formula, charge and spin (kcal/mol) = 12.17

XYZ file:
```
33
Properties=species:S:1:pos:R:3:forces:R:3:nbo_charge:R:1
H 1.702 -3.127 1.578 -0.29 0.10 -0.39 0.21
C -0.493 -0.066 2.932 -0.73 -1.87 -0.84 -0.20
C 0.633 1.229 -2.894 -0.21 -0.40 0.55 -0.42
H 1.948 2.230 2.735 0.08 -0.02 -0.29 0.21
C -0.993 -0.654 -2.671 -0.39 -0.72 0.91 -0.23
C -2.085 -1.290 -2.063 0.63 0.44 -0.83 -0.20
H -0.563 -2.000 2.004 0.32 -0.23 0.11 0.21
C 1.918 0.722 -2.244 0.77 0.95 0.62 -0.60
H -1.155 2.274 -1.067 0.04 0.14 0.07 0.21
C 0.130 1.140 3.040 0.75 0.66 0.29 -0.24
H -2.328 -2.229 -2.531 -0.40 -0.43 0.52 0.21
C 1.395 -1.020 1.841 -0.36 -0.39 -1.33 0.01
H -0.424 -1.312 -3.320 0.19 0.57 -0.39 0.21
C 0.048 -1.124 2.173 0.64 1.04 0.98 -0.21
C 2.028 0.217 1.922 0.38 0.02 1.51 -0.24
H -1.388 -0.375 3.457 -0.39 0.83 -0.05 0.21
C -2.805 -0.667 -1.064 -0.10 -0.01 -0.04 -0.23
H 3.120 -2.270 1.794 0.65 0.37 -0.65 0.22
H 0.637 2.313 -2.777 -0.18 0.03 -0.22 0.21
C 1.419 1.311 2.518 -0.61 -0.43 0.15 -0.19
H 2.159 -0.338 -2.297 -0.35 -0.05 -0.28 0.21
H 0.626 0.956 -3.939 0.16 0.24 -0.45 0.21
C -0.614 0.628 -2.296 0.08 -0.56 -0.13 0.00
C 2.175 -2.188 1.269 -1.18 -0.28 1.03 -0.64
H -3.668 -1.143 -0.614 0.06 -0.01 0.01 0.21
H 3.105 0.210 1.863 0.27 0.23 -0.69 0.21
C -1.399 1.256 -1.339 0.41 0.56 0.37 -0.22
C -2.437 0.621 -0.685 -0.70 -0.32 -0.50 -0.20
H -0.297 1.929 3.630 -0.21 0.22 0.14 0.21
H -3.087 1.140 0.008 0.34 0.14 0.19 0.21
H 2.165 -2.112 0.186 0.66 -0.20 -0.04 0.23
H 1.979 1.016 -1.188 -0.40 -0.26 -0.02 0.21
H 2.748 1.300 -2.665 0.10 -0.35 -0.29 0.21
```
Positions in Å, forces in eV/Å.

Entry 4:
A cluster of 2 separate species, C15H18 in total. Source: OMol25; level of theory: ωB97M-V with the def2-TZVPD basis set.

- HOMO (eV) = -8.92
- SMILES = CCc1ccccc1.Cc1ccccc1
- multiplicity = 1
- energy above the lowest of the compared OMol25 structures with the same formula, charge and spin (kcal/mol) = 11.93

XYZ file:
```
33
Properties=species:S:1:pos:R:3:forces:R:3:nbo_charge:R:1
H -0.636 -2.539 2.641 0.40 0.20 0.28 0.21
H 0.354 -3.134 -0.068 -0.19 0.46 -0.71 0.21
C -3.825 -2.581 0.335 -0.36 -1.81 -0.41 -0.20
C 3.125 1.988 -0.271 -0.47 0.45 -0.44 -0.22
H 3.839 0.932 -1.974 0.07 0.00 -0.10 0.21
H -3.330 -0.053 -1.836 -0.22 -0.04 0.04 0.21
C 2.041 2.010 -2.419 -0.38 0.17 0.25 -0.23
H 0.552 -1.476 0.445 0.58 0.97 -0.13 0.21
H -2.207 -3.851 1.035 -0.26 0.15 0.67 0.22
C -3.139 -0.826 -1.100 0.16 0.22 -0.36 -0.20
H -0.039 -4.037 2.002 0.00 -0.07 -0.33 0.20
C -0.069 -2.327 0.542 -0.51 -2.06 0.98 -0.42
C 1.046 3.174 -0.536 0.10 -0.79 -0.05 -0.23
H 1.962 1.714 -3.454 0.18 -0.10 -0.07 0.21
C 0.107 -2.959 1.961 -0.15 0.79 -0.42 -0.60
C -1.504 -2.018 0.194 0.62 -0.87 -0.39 -0.01
C -4.162 -1.626 -0.605 0.52 1.04 0.49 -0.23
C -1.818 -1.004 -0.705 -0.64 -0.03 0.35 -0.21
C -2.506 -2.891 0.640 0.16 1.14 -0.84 -0.23
H 3.878 1.574 0.384 0.23 0.24 0.05 0.21
C 3.079 1.604 -1.599 0.29 -0.44 0.00 -0.20
H 0.159 3.537 -0.035 0.05 0.66 -0.21 0.21
H 2.298 2.568 2.370 0.39 0.03 0.16 0.22
C 2.359 3.369 1.639 -1.10 1.11 -0.18 -0.64
H 0.131 2.946 -2.460 -0.10 0.06 -0.02 0.21
C 1.002 2.733 -1.856 -0.30 0.24 -0.13 -0.19
H 3.238 4.008 1.719 0.55 -0.66 0.07 0.22
H -1.064 -0.352 -1.125 0.20 -0.05 0.13 0.21
H -4.580 -3.301 0.646 -0.09 0.25 0.15 0.21
C 2.156 2.868 0.232 0.80 -0.55 0.69 0.00
H -5.186 -1.416 -0.880 -0.06 -0.22 -0.03 0.22
H 1.599 4.120 1.892 -0.34 -0.45 -0.01 0.21
H 1.139 -2.753 2.243 -0.14 -0.04 0.52 0.21
```
Positions in Å, forces in eV/Å.

Entry 5:
A structure of composition C15H18BiN6O11P2. Source: OMol25; level of theory: ωB97M-V with the def2-TZVPD basis set.

- net charge = -1
- HOMO (spin up / spin down) (eV) = -1.91 / -0.56
- multiplicity = 1

XYZ file:
```
53
Properties=species:S:1:pos:R:3:forces:R:3:nbo_charge:R:1
N 4.232 0.130 0.000 -1.41 -0.03 -0.01 -0.56
H 0.044 -3.659 0.000 0.48 -0.15 0.22 0.27
O -1.377 -1.612 -0.178 -1.34 -3.56 -0.90 -0.80
N -3.212 1.297 3.606 1.58 -0.76 -2.08 -0.71
N 0.110 -0.688 -2.012 -1.35 0.42 -3.13 -0.60
H 2.541 -4.870 0.000 -0.08 0.19 -0.02 0.22
H -1.208 1.010 5.430 0.04 -0.14 -0.17 0.22
H -1.208 2.681 4.828 0.05 0.00 -0.22 0.22
H -0.114 -1.032 -6.454 -0.13 -0.38 0.03 0.48
C 4.181 1.500 0.000 -1.15 0.16 0.02 -0.11
H 0.120 1.589 4.416 -0.17 0.00 -0.01 0.25
H 5.069 2.115 0.000 -0.17 -0.09 -0.01 0.22
O -2.485 -0.998 1.968 0.17 0.54 0.72 -1.04
O -0.351 -1.802 -5.914 0.14 0.43 0.00 -0.66
C -0.226 -1.404 -4.609 0.02 -0.42 -0.21 0.31
H 0.235 0.687 -5.048 -0.06 0.04 -0.04 0.24
O 0.000 -0.681 2.041 0.80 -0.60 3.15 -1.15
C -1.699 1.191 3.311 1.38 -0.07 -0.26 -0.59
C 0.125 -0.088 -4.302 0.19 0.21 0.70 -0.31
C -0.576 -2.305 -3.606 0.25 0.10 0.03 -0.27
C 0.211 0.244 -2.963 0.17 0.04 -0.48 0.15
H -1.778 0.567 0.000 0.56 -1.16 -0.28 -0.14
O -1.444 3.750 2.289 1.01 -1.44 0.34 -1.14
C 0.133 1.643 -2.424 1.02 2.95 -2.55 0.72
Bi 0.000 0.000 0.000 -4.66 1.63 0.43 2.05
H 5.068 -0.434 0.000 0.55 -0.55 -0.02 0.29
N 2.080 0.662 0.000 3.92 1.45 -0.19 -0.52
H -1.016 -3.269 -3.822 -0.01 0.06 0.00 0.25
C -0.962 1.646 4.573 -0.01 0.03 0.03 -0.65
P -1.213 2.321 1.853 -2.17 2.57 0.69 2.38
C -0.458 -1.865 -2.299 -0.27 -0.72 0.32 0.11
C 1.026 -3.204 0.000 0.29 -1.19 0.61 -0.06
O -0.320 1.713 -1.232 0.59 2.21 -2.84 -0.78
O -2.485 2.022 0.881 -0.42 0.70 0.39 -1.03
H -2.216 -1.837 1.547 -0.44 0.36 -0.59 0.53
C -1.173 -2.453 -1.118 -1.55 -2.58 -1.49 0.72
H 2.376 2.783 0.000 -0.02 -0.21 -0.02 0.24
C 2.467 -1.639 0.000 0.80 -1.92 0.03 0.33
C 2.839 1.804 0.000 0.55 1.10 0.01 -0.04
H -2.216 2.402 0.022 -0.35 -0.32 0.01 0.53
P -1.213 -0.609 2.907 -3.25 -1.60 2.07 2.37
H -3.440 2.282 3.742 -0.15 -0.08 0.31 0.44
N 3.168 -2.809 0.000 -0.70 0.74 -0.04 -0.56
O 0.000 1.825 1.139 0.59 2.85 3.15 -1.15
H -3.440 0.625 4.338 -0.16 0.25 0.18 0.44
O 0.466 2.610 -3.192 -0.81 -2.15 1.78 -0.69
H 4.172 -2.910 0.000 0.55 0.13 -0.01 0.32
O -1.444 -1.432 4.154 1.15 1.30 -0.57 -1.14
C 2.944 -0.320 0.000 1.96 0.75 0.04 0.27
N 1.175 -1.840 0.000 2.93 -4.08 0.36 -0.53
H -3.590 0.972 2.701 -0.47 0.09 0.33 0.48
O -1.538 -3.677 -1.163 0.34 2.27 0.15 -0.73
C 2.253 -3.829 0.000 -0.79 0.66 0.03 -0.10
```
Positions in Å, forces in eV/Å.

Entry 6:
The molecule C15H18BrN5S2. Source: OMol25; level of theory: ωB97M-V with the def2-TZVPD basis set.

- HOMO (eV) = -8.05
- SMILES = CC1(C)CN=C(N2CCN(c3ncnc4sc(Br)cc34)CC2)S1
- multiplicity = 1
- energy above the lowest of the compared OMol25 structures with the same formula, charge and spin (kcal/mol) = 0.00

XYZ file:
```
41
Properties=species:S:1:pos:R:3:forces:R:3:nbo_charge:R:1
H -1.509 -3.323 -3.309 -0.36 -0.16 1.33 0.19
C -1.190 -1.319 -1.373 0.72 -1.44 1.72 0.32
H 0.730 2.263 -0.770 -0.92 -0.16 0.47 0.19
C -3.307 -2.398 -2.439 0.73 -0.57 -1.31 -0.11
H -3.231 -2.447 -4.607 0.83 0.01 -1.01 0.22
C -1.965 -3.258 -2.259 -1.35 0.71 -1.97 -0.24
C -4.318 -2.662 -1.329 0.02 0.29 0.87 -0.64
H -4.696 -3.708 -1.318 0.54 0.49 -0.20 0.22
N 2.830 4.056 3.858 -3.92 -0.08 0.79 -0.48
S 5.360 3.434 3.546 -0.71 -1.50 -0.54 0.41
H -1.381 1.250 -1.077 0.02 -0.34 1.02 0.22
H -0.355 2.768 0.605 0.54 -0.04 0.18 0.24
S -2.508 -0.745 -2.463 0.02 0.59 0.84 0.17
H -1.595 0.855 0.660 -0.66 -0.44 0.72 0.19
N 1.330 1.424 1.003 -2.47 -0.04 -0.11 -0.43
C 3.261 2.367 2.293 0.62 -2.23 -2.39 -0.22
C -3.954 -2.594 -3.855 0.87 -1.00 2.32 -0.62
H -3.832 -2.453 -0.355 -0.32 -0.24 -0.37 0.22
C 0.715 -1.119 0.297 -1.49 2.53 -0.72 -0.20
C -0.902 0.836 -0.151 1.76 1.69 -1.64 -0.22
Br 7.334 1.431 2.346 -0.08 -0.25 -0.38 0.12
H 4.460 1.037 0.980 -0.06 -1.19 -1.14 0.23
N -0.380 -0.460 -0.531 -0.18 -2.40 -2.56 -0.46
C 1.462 3.860 3.542 4.06 1.54 -1.27 0.25
C 3.645 3.264 3.218 0.16 2.37 1.92 0.09
H 0.134 -1.534 1.053 -0.45 -1.01 2.04 0.19
H -4.770 -1.965 -4.020 -1.27 1.36 -0.12 0.21
C 1.897 2.262 1.943 -0.05 0.02 -0.15 0.46
H 1.344 -1.939 -0.138 -0.91 1.08 -0.29 0.24
N 1.055 3.129 2.489 -0.91 0.78 2.45 -0.50
C 0.203 1.939 0.171 0.50 -1.30 -1.00 -0.21
H -4.368 -3.588 -3.872 0.04 -0.64 -0.25 0.21
N -1.103 -2.631 -1.336 1.16 3.08 0.78 -0.53
H -5.220 -2.033 -1.376 0.40 0.03 -0.21 0.22
H 2.183 -0.303 1.607 0.76 -0.38 0.18 0.22
H 0.887 4.640 4.069 -0.49 -1.01 -0.57 0.20
H 2.306 0.069 -0.182 0.29 -0.17 0.80 0.18
C 1.661 0.036 0.733 2.08 -0.15 -1.45 -0.22
C 4.442 1.740 1.746 1.44 -0.09 2.05 -0.25
C 5.572 2.039 2.476 -0.84 1.14 -0.79 -0.29
H -2.226 -4.221 -1.877 -0.12 -0.87 -0.06 0.20
```
Positions in Å, forces in eV/Å.

no.,F_max (eV/A)
1,1.09
2,2.77
3,2.17
4,2.34
5,5.04
6,4.52